Below is 9 unconnected molecules or ions with the total composition C12H42O9 in a non-equilibrium geometry, with properties calculated with wB97M-V/def2-TZVPD.

Results
- SMILES: CC(C)O.CC(C)O.CC(C)O.CC(C)O.O.O.O.O.O
- Energy relative to the best compared isomer or geometry (same formula, charge and spin): 37.17 kcal/mol
- Maximum force: 0.0564 hartree/bohr
- Multiplicity: 1

XYZ file:
```
63
Properties=species:S:1:pos:R:3:forces:R:3
O -2.22223 -4.41687 -1.54697 0.651 0.418 0.727
O -2.38081 2.70304 -4.18305 0.583 1.882 -1.398
O 2.66586 4.71502 0.56416 -0.221 0.453 -0.235
O 3.14989 0.67502 2.68069 0.241 -0.565 0.644
O 3.39805 2.97022 -1.90442 0.004 0.068 -0.271
O 2.52707 1.80493 0.30078 -0.848 -0.279 1.220
O 1.18730 -1.66252 4.83992 -0.696 -0.312 -0.905
O -1.65632 2.94121 4.67020 -0.342 0.055 0.123
O 0.66790 4.56019 2.57530 -0.451 -0.306 0.464
C -1.00455 0.97797 -3.40233 1.568 0.498 0.316
C 0.39510 -2.76426 4.30352 0.397 0.314 0.802
C -0.75590 -4.72364 -3.42554 0.614 1.149 0.079
C -2.42896 2.25945 -1.84670 -0.134 0.250 1.391
C -2.31866 -2.69936 -3.12931 0.105 1.095 -1.060
C 0.72098 -3.14632 2.83733 -0.776 -0.203 0.724
C -2.27888 1.71837 -3.22401 -1.248 -1.655 -0.450
C 0.32211 0.83714 1.13783 1.756 0.433 -0.824
C 1.28908 1.12831 -0.05284 -0.055 0.420 -0.711
C -1.38044 -3.65880 -2.45633 -1.138 -2.546 -0.795
C -1.10724 -2.46598 4.55550 1.126 -0.623 -0.707
C 1.64967 -0.12072 -0.80985 -0.608 -0.940 -0.468
H -1.40865 -1.56624 4.01909 0.013 0.055 0.076
H 1.20683 4.48537 1.78778 0.565 0.142 -0.350
H -1.60095 2.91251 -1.57097 0.156 0.235 -0.366
H -3.29792 2.94535 -4.33072 0.016 -0.014 0.146
H -0.56964 -3.21280 -1.88033 -0.238 0.111 0.097
H -1.37922 2.94046 3.75399 0.212 0.094 -0.253
H -2.40053 1.50110 -1.06426 -0.193 -0.359 -0.146
H -0.72487 0.80270 -4.44116 -0.387 -0.254 0.009
H -0.16818 -4.19746 -4.17775 0.444 -0.003 0.078
H 2.79145 3.67107 -2.14334 -0.275 0.311 -0.036
H -1.62106 -3.32072 4.11560 -0.370 0.063 0.069
H 0.62619 -0.09700 1.61008 -0.157 0.083 0.175
H 0.47048 1.66547 1.83062 -0.507 -0.076 0.196
H 2.85990 1.42486 3.20018 -0.088 0.138 0.151
H -3.05172 1.01299 -3.52938 -0.548 -0.434 0.844
H -0.23752 1.64675 -3.01182 0.483 -0.043 0.031
H -1.39544 -5.35693 -4.04039 -0.821 0.239 0.410
H -1.37598 -2.39799 5.60966 0.246 0.090 -0.075
H 0.20098 -2.47513 2.15380 0.525 0.177 -0.219
H 2.89001 2.17166 -0.50877 0.384 -0.379 -0.531
H 0.81287 1.84037 -0.72685 -0.497 -0.063 -0.106
H -0.12396 -5.40179 -2.85208 0.137 0.155 -0.018
H -0.69203 0.76745 0.74441 0.039 0.083 0.182
H 0.74529 -0.66877 -1.07412 -0.310 -0.267 0.512
H -1.00376 2.40340 5.11873 0.189 -0.119 0.116
H -3.00898 -3.23959 -3.77717 -0.306 -0.228 0.351
H 2.73516 3.79735 0.30089 -0.026 -0.557 0.176
H -2.71268 -5.06243 -2.06107 0.009 0.024 -0.128
H 2.28672 -0.75224 -0.19063 -0.010 -0.092 -0.036
H 2.08622 -1.86159 4.56804 0.253 0.310 0.021
H -3.34203 2.83523 -1.69543 -0.105 -0.049 -0.169
H 0.32536 -4.14167 2.63513 -0.443 -0.076 0.162
H 1.77938 -3.31915 2.64234 0.146 0.783 0.016
H -0.95468 0.07364 -2.79586 -0.150 -0.065 -0.177
H 4.15373 3.10128 -2.47713 0.313 -0.128 -0.067
H -0.00595 5.19984 2.34509 -0.169 0.176 0.050
H 0.72593 -3.59316 4.92928 -0.453 -0.506 -0.004
H -1.87566 -1.99711 -3.83549 0.643 -0.004 -0.007
H 2.07338 -0.03780 -1.81069 0.586 0.746 0.192
H 3.04720 0.95837 1.77218 0.091 0.334 -0.482
H -2.86092 -2.04974 -2.44225 -0.097 -0.395 0.271
H 3.55594 4.95999 0.81710 0.174 0.150 0.175
```
Forces are in eV/Å.